# C52H134Cl2N15O15P5

A cluster of 11 separate species, C52H134Cl2N15O15P5 in total at a distorted geometry (the ωB97M-V functional and the def2-TZVPD basis, the Open Molecules 2025 dataset).

Values from the calculation:
SMILES string = CN(C)P(=O)(N(C)C)N(C)C.CN(C)P(=O)(N(C)C)N(C)C.CN(C)P(=O)(N(C)C)N(C)C.CN(C)P(=O)(N(C)C)N(C)C.CN(C)P(=O)(N(C)C)N(C)C.CCOC(C)=O.CCOC(C)=O.CCOC(C)=O.CCOC(C)=O.CCOC(C)=O.ClCCCl
2S+1 = 1

Each line ends with the Löwdin charge.
Geometry (Å):
1 C 19.60 14.89 21.15  -0.119
2 N 18.76 13.77 21.62  -0.291
3 C 18.42 14.00 23.05  -0.097
4 P 18.36 12.30 20.85  0.587
5 O 17.86 11.20 21.71  -0.288
6 N 17.16 12.88 19.75  -0.298
7 C 17.32 13.96 18.81  -0.140
8 C 15.73 12.56 20.05  -0.097
9 N 19.71 11.91 19.90  -0.316
10 C 21.07 11.94 20.51  -0.084
11 C 19.58 10.87 18.87  -0.106
12 H 19.07 15.75 21.57  0.064
13 H 19.58 14.95 20.06  0.069
14 H 20.60 14.87 21.57  0.073
15 H 17.58 14.69 23.12  0.069
16 H 19.34 14.27 23.57  0.082
17 H 18.03 13.09 23.51  0.070
18 H 17.40 14.87 19.41  0.061
19 H 18.28 13.87 18.31  0.066
20 H 16.55 13.92 18.04  0.079
21 H 15.07 12.78 19.22  0.068
22 H 15.66 11.48 20.18  0.070
23 H 15.36 13.03 20.95  0.066
24 H 21.79 11.43 19.87  0.074
25 H 21.35 12.99 20.61  0.054
26 H 21.07 11.41 21.46  0.081
27 H 19.20 10.00 19.40  0.083
28 H 20.50 10.72 18.30  0.079
29 H 18.87 11.30 18.17  0.068
30 C 12.72 18.70 13.48  -0.108
31 N 11.58 18.03 14.13  -0.286
32 C 11.46 18.28 15.55  -0.106
33 P 10.14 17.61 13.31  0.586
34 O 9.18 16.81 14.06  -0.264
35 N 9.55 19.14 12.76  -0.295
36 C 10.36 20.02 11.92  -0.130
37 C 8.49 19.91 13.42  -0.113
38 N 10.63 16.92 11.82  -0.308
39 C 11.42 15.70 11.97  -0.121
40 C 9.77 16.91 10.62  -0.101
41 H 13.65 18.40 13.96  0.042
42 H 12.59 19.76 13.70  0.056
43 H 12.69 18.56 12.40  0.084
44 H 11.19 19.31 15.78  0.057
45 H 12.40 18.01 16.03  0.050
46 H 10.68 17.67 16.01  0.073
47 H 11.14 20.56 12.47  0.064
48 H 10.75 19.42 11.09  0.066
49 H 9.74 20.73 11.36  0.078
50 H 8.85 20.47 14.29  0.073
51 H 8.06 20.60 12.69  0.070
52 H 7.67 19.24 13.65  0.076
53 H 10.87 14.86 12.41  0.079
54 H 11.84 15.34 11.03  0.081
55 H 12.31 15.91 12.55  0.064
56 H 9.00 16.18 10.87  0.084
57 H 10.40 16.66 9.76  0.083
58 H 9.25 17.84 10.42  0.068
59 C 8.18 21.40 23.56  -0.132
60 N 9.38 21.23 22.76  -0.309
61 C 9.48 22.32 21.80  -0.121
62 P 10.56 20.01 23.03  0.683
63 O 10.29 19.12 24.22  -0.304
64 N 10.60 19.19 21.50  -0.288
65 C 10.93 19.87 20.26  -0.169
66 C 9.82 17.94 21.26  -0.076
67 N 12.11 20.81 23.07  -0.299
68 C 12.29 21.73 24.19  -0.118
69 C 13.34 20.08 22.71  -0.105
70 H 7.26 21.40 22.98  0.082
71 H 8.22 22.33 24.13  0.078
72 H 8.05 20.62 24.31  0.076
73 H 9.29 23.27 22.29  0.080
74 H 8.67 22.21 21.08  0.081
75 H 10.42 22.26 21.26  0.061
76 H 11.76 20.57 20.34  0.055
77 H 11.25 19.23 19.44  0.066
78 H 10.01 20.29 19.85  0.080
79 H 8.95 18.10 20.63  0.084
80 H 10.50 17.20 20.85  0.068
81 H 9.53 17.55 22.24  0.053
82 H 12.36 21.12 25.09  0.071
83 H 13.19 22.35 24.27  0.082
84 H 11.38 22.33 24.21  0.071
85 H 13.47 19.21 23.35  0.078
86 H 14.22 20.72 22.64  0.067
87 H 13.24 19.74 21.68  0.053
88 C 14.14 15.36 24.18  -0.140
89 N 13.77 15.99 25.38  -0.320
90 C 14.85 16.75 25.99  -0.104
91 P 12.45 15.44 26.39  0.612
92 O 12.81 14.25 27.17  -0.287
93 N 12.07 16.78 27.37  -0.322
94 C 12.28 16.84 28.82  -0.110
95 C 11.90 18.07 26.76  -0.145
96 N 11.03 15.29 25.39  -0.261
97 C 10.74 16.21 24.28  -0.145
98 C 10.14 14.08 25.40  -0.083
99 H 15.07 15.84 23.88  0.063
100 H 13.39 15.42 23.39  0.065
101 H 14.47 14.37 24.48  0.093
102 H 15.64 16.09 26.35  0.086
103 H 14.49 17.25 26.89  0.071
104 H 15.24 17.44 25.24  0.067
105 H 12.87 15.96 29.08  0.069
106 H 12.98 17.61 29.15  0.073
107 H 11.30 16.86 29.29  0.084
108 H 12.27 18.04 25.74  0.041
109 H 10.82 18.25 26.67  0.081
110 H 12.45 18.82 27.32  0.081
111 H 10.73 15.70 23.31  0.056
112 H 9.77 16.68 24.42  0.073
113 H 11.45 17.04 24.19  0.044
114 H 10.22 13.49 26.31  0.084
115 H 10.26 13.57 24.44  0.054
116 H 9.10 14.40 25.46  0.074
117 C 15.98 21.24 18.40  -0.133
118 N 15.81 22.15 17.30  -0.284
119 C 17.05 22.46 16.50  -0.070
120 P 14.41 22.01 16.38  0.593
121 O 14.28 20.80 15.55  -0.273
122 N 13.08 22.24 17.46  -0.286
123 C 11.91 21.40 17.43  -0.112
124 C 13.26 23.09 18.62  -0.144
125 N 14.30 23.48 15.49  -0.308
126 C 13.91 24.77 16.00  -0.122
127 C 14.09 23.31 14.08  -0.133
128 H 15.17 21.26 19.13  0.071
129 H 16.90 21.44 18.96  0.067
130 H 16.01 20.20 18.10  0.040
131 H 17.83 21.76 16.79  0.071
132 H 17.41 23.48 16.66  0.074
133 H 16.93 22.41 15.42  0.069
134 H 12.13 20.46 17.93  0.047
135 H 11.04 21.84 17.93  0.090
136 H 11.70 21.15 16.39  0.060
137 H 12.60 23.96 18.56  0.077
138 H 13.00 22.54 19.52  0.069
139 H 14.25 23.54 18.68  0.069
140 H 14.25 24.91 17.03  0.064
141 H 14.28 25.58 15.38  0.081
142 H 12.83 24.91 16.02  0.081
143 H 14.96 22.79 13.67  0.074
144 H 14.04 24.26 13.54  0.083
145 H 13.21 22.70 13.87  0.072
146 C 14.85 15.46 15.88  -0.064
147 C 15.00 16.45 14.76  -0.296
148 O 16.18 16.13 14.13  -0.016
149 C 16.42 16.92 12.99  -0.425
150 C 17.80 16.79 12.42  0.005
151 O 15.61 17.65 12.41  0.088
152 H 15.00 14.42 15.58  0.089
153 H 13.81 15.51 16.22  0.062
154 H 15.51 15.73 16.70  0.044
155 H 14.14 16.57 14.10  0.096
156 H 15.05 17.41 15.27  0.103
157 H 18.56 16.33 13.06  0.073
158 H 18.28 17.76 12.33  0.087
159 H 17.87 16.38 11.41  0.092
160 C 12.15 13.10 22.16  -0.076
161 C 12.32 12.13 23.35  -0.193
162 O 13.33 11.19 22.89  -0.035
163 C 13.71 10.15 23.68  -0.507
164 C 14.93 9.51 23.20  0.012
165 O 13.07 9.80 24.68  0.078
166 H 13.04 13.69 21.95  0.024
167 H 11.50 13.90 22.51  0.038
168 H 11.70 12.74 21.24  0.081
169 H 12.64 12.58 24.29  0.109
170 H 11.37 11.67 23.64  0.113
171 H 14.79 8.53 22.75  0.099
172 H 15.76 9.47 23.90  0.098
173 H 15.37 10.22 22.49  0.060
174 C 19.08 22.61 21.12  -0.081
175 C 18.33 22.33 22.37  -0.183
176 O 18.37 20.90 22.65  -0.022
177 C 17.37 20.08 22.39  -0.532
178 C 17.64 18.71 23.07  0.045
179 O 16.47 20.33 21.63  0.081
180 H 20.05 22.10 21.13  0.076
181 H 19.25 23.68 20.97  0.088
182 H 18.59 22.22 20.23  0.058
183 H 18.88 22.83 23.16  0.124
184 H 17.31 22.73 22.28  0.126
185 H 18.03 18.94 24.06  0.083
186 H 18.43 18.23 22.48  0.074
187 H 16.72 18.17 23.26  0.067
188 C 18.70 16.65 16.65  -0.037
189 C 18.07 18.07 16.83  -0.154
190 O 18.96 18.90 17.64  -0.025
191 C 19.02 18.67 18.98  -0.476
192 C 20.02 19.55 19.76  0.032
193 O 18.35 17.87 19.63  0.062
194 H 19.78 16.55 16.64  0.085
195 H 18.32 16.21 15.72  0.056
196 H 18.37 15.90 17.37  0.037
197 H 18.01 18.53 15.84  0.119
198 H 17.07 18.06 17.27  0.084
199 H 20.22 20.45 19.17  0.078
200 H 20.99 19.07 19.82  0.091
201 H 19.61 19.81 20.74  0.060
202 C 10.52 14.54 17.00  -0.086
203 C 10.59 14.38 15.51  -0.210
204 O 11.41 13.23 15.11  -0.032
205 C 10.99 11.95 15.40  -0.491
206 C 11.96 10.95 14.75  0.008
207 O 10.00 11.56 15.99  0.095
208 H 11.54 14.62 17.40  0.014
209 H 9.97 13.78 17.55  0.077
210 H 10.00 15.43 17.36  0.077
211 H 9.60 14.37 15.07  0.116
212 H 11.00 15.29 15.07  0.080
213 H 12.96 10.97 15.19  0.080
214 H 11.88 10.97 13.67  0.081
215 H 11.59 9.94 14.94  0.075
216 Cl 14.27 18.00 18.20  0.608
217 C 15.07 17.20 19.61  -0.574
218 C 14.08 16.41 20.44  -0.612
219 Cl 12.97 15.31 19.53  0.600
220 H 15.60 17.96 20.19  0.066
221 H 15.76 16.50 19.15  0.039
222 H 13.44 17.10 20.98  0.055
223 H 14.65 15.81 21.15  0.060



# C4H8INS

A cluster of 2 separate species, C4H8INS in total at a distorted geometry (the ωB97M-V functional and the def2-TZVPD basis, the Open Molecules 2025 dataset).

Values from the calculation:
relative energy (zero: lowest compared OMol25 entry of this formula, charge and spin) = 71.61 kcal per mole
2S+1 = 1

Each line ends with the Löwdin charge.
Geometry (Å):
1 C -0.82 1.93 -1.22  -0.713
2 C 0.20 -2.20 0.33  -0.109
3 C 0.90 -1.24 1.22  -0.290
4 C 1.39 -0.10 0.83  -0.623
5 N -1.04 2.13 0.03  -0.061
6 S -1.93 0.79 -2.05  0.619
7 I 1.95 0.74 -1.05  0.846
8 H 0.67 -2.43 -0.66  0.088
9 H 0.03 -3.10 0.86  0.054
10 H -0.75 -1.70 0.01  0.082
11 H -1.45 1.31 -3.16  -0.171
12 H 1.01 -1.26 2.28  0.095
13 H 1.86 0.66 1.49  0.017
14 H -0.29 2.68 0.51  0.118
15 H -1.72 1.78 0.59  0.049



# C5H11NO

An isolated molecule of C5H11NO at a distorted geometry (the ωB97M-V functional and the def2-TZVPD basis, the Open Molecules 2025 dataset).

Values from the calculation:
relative energy (zero: lowest compared OMol25 entry of this formula, charge and spin) = 31.57 kcal per mole
SMILES string = OC[C@@H]1CCCN1
2S+1 = 1

Each line ends with the Löwdin charge.
Geometry (Å):
1 O 0.75 -1.36 -2.42  -0.082
2 C -0.05 -1.39 -1.22  -0.222
3 C 0.61 -0.53 -0.18  -0.312
4 C 0.06 -0.60 1.26  -0.133
5 C -0.57 0.77 1.58  -0.156
6 C -0.45 1.61 0.26  -0.211
7 N 0.46 0.90 -0.62  -0.037
8 H 0.45 -0.61 -2.96  0.078
9 H -0.12 -2.44 -0.99  0.113
10 H -1.05 -1.03 -1.48  0.126
11 H 1.69 -0.65 -0.18  0.138
12 H 0.80 -0.90 1.99  0.103
13 H -0.74 -1.36 1.27  0.106
14 H -1.63 0.68 1.79  0.097
15 H -0.05 1.30 2.36  0.092
16 H -1.42 1.72 -0.22  0.094
17 H -0.09 2.60 0.57  0.105
18 H 1.37 1.29 -0.79  0.101



# C7H10Si

A cluster of 2 separate species, C7H10Si in total at a distorted geometry (the ωB97M-V functional and the def2-TZVPD basis, the Open Molecules 2025 dataset).

Values from the calculation:
relative energy (zero: lowest compared OMol25 entry of this formula, charge and spin) = 83.43 kcal per mole
SMILES string = C#C[Si](C#C)=CC.C
2S+1 = 1

Each line ends with the Löwdin charge.
Geometry (Å):
1 C 1.02 -2.17 -3.67  0.027
2 C 0.53 -1.66 -2.69  -0.221
3 Si -0.23 -0.73 -1.22  0.703
4 C -0.46 1.12 -1.31  -0.217
5 C -0.54 2.31 -1.46  0.031
6 C -0.57 -1.87 0.06  -0.299
7 C -1.14 -1.30 1.40  -0.198
8 H 1.36 -2.77 -4.46  0.008
9 H -0.89 3.31 -1.33  0.038
10 H 0.28 -2.49 0.21  0.003
11 H -1.24 -0.26 1.24  -0.002
12 H -1.99 -1.87 1.71  0.043
13 H -0.43 -1.29 2.27  0.083
14 C 0.83 1.95 1.81  -0.075
15 H 1.21 0.91 1.50  0.035
16 H 1.39 2.22 2.86  0.078
17 H -0.19 1.94 2.04  -0.026
18 H 1.06 2.65 1.02  -0.010



# C4H4BrCl3O2S

A structure of composition C4H4BrCl3O2S at a distorted geometry (the ωB97M-V functional and the def2-TZVPD basis, the Open Molecules 2025 dataset).

Values from the calculation:
relative energy (zero: lowest compared OMol25 entry of this formula, charge and spin) = 2.19 kcal per mole
2S+1 = 1

Each line ends with the Löwdin charge.
Geometry (Å):
1 C 1.00 -1.01 1.12  -0.699
2 C -0.90 0.82 0.21  -0.291
3 C 0.03 0.36 -2.04  -1.069
4 C 0.12 0.94 -0.85  -0.851
5 O -1.22 -0.81 2.40  -0.306
6 O -1.28 -1.69 0.10  -0.353
7 S -0.75 -0.76 1.05  0.555
8 Cl 1.17 0.82 -3.35  0.576
9 Cl -1.18 -0.74 -2.63  0.703
10 Cl 1.33 2.12 -0.57  0.669
11 Br 1.77 0.44 2.01  0.759
12 H 1.37 -1.06 0.12  0.043
13 H 1.29 -1.91 1.66  0.071
14 H -0.94 1.60 0.98  0.118
15 H -1.82 0.87 -0.22  0.076



# C54H45F9

A cluster of 9 separate species, C54H45F9 in total at a distorted geometry (the ωB97M-V functional and the def2-TZVPD basis, the Open Molecules 2025 dataset).

Values from the calculation:
relative energy (zero: lowest compared OMol25 entry of this formula, charge and spin) = 6.84 kcal per mole
SMILES string = Fc1ccccc1.Fc1ccccc1.Fc1ccccc1.Fc1ccccc1.Fc1ccccc1.Fc1ccccc1.Fc1ccccc1.Fc1ccccc1.Fc1ccccc1
2S+1 = 1

Each line ends with the Löwdin charge.
Geometry (Å):
1 F 0.01 -4.25 2.00  0.040
2 C 1.31 -4.51 1.78  -0.275
3 C 2.18 -3.57 1.27  -0.015
4 C 3.52 -3.90 1.14  -0.084
5 C 3.96 -5.19 1.39  -0.088
6 C 3.07 -6.13 1.89  -0.082
7 C 1.74 -5.80 2.08  -0.018
8 H 1.82 -2.56 1.08  0.100
9 H 4.25 -3.17 0.80  0.098
10 H 5.01 -5.44 1.29  0.103
11 H 3.41 -7.15 2.06  0.106
12 H 1.07 -6.51 2.54  0.117
13 F -3.96 -1.98 6.61  0.057
14 C -3.74 -2.10 5.29  -0.294
15 C -3.90 -1.00 4.47  -0.006
16 C -3.62 -1.13 3.12  -0.073
17 C -3.23 -2.36 2.60  -0.092
18 C -3.11 -3.46 3.43  -0.090
19 C -3.39 -3.34 4.78  -0.034
20 H -4.25 -0.05 4.86  0.118
21 H -3.76 -0.27 2.49  0.084
22 H -3.09 -2.48 1.53  0.102
23 H -2.81 -4.42 3.02  0.107
24 H -3.30 -4.13 5.51  0.120
25 F -4.84 1.58 0.97  0.048
26 C -5.79 2.35 1.53  -0.281
27 C -6.79 1.75 2.27  -0.021
28 C -7.72 2.54 2.93  -0.081
29 C -7.68 3.92 2.81  -0.091
30 C -6.67 4.50 2.05  -0.086
31 C -5.73 3.72 1.40  -0.016
32 H -6.90 0.67 2.37  0.117
33 H -8.47 2.05 3.54  0.105
34 H -8.40 4.53 3.33  0.101
35 H -6.63 5.58 2.01  0.106
36 H -4.92 4.13 0.81  0.117
37 F 0.42 -1.19 2.91  0.024
38 C 0.29 -1.29 4.26  -0.262
39 C -0.18 -2.47 4.78  -0.014
40 C -0.48 -2.50 6.14  -0.084
41 C -0.23 -1.39 6.94  -0.089
42 C 0.28 -0.22 6.38  -0.077
43 C 0.51 -0.16 5.03  -0.014
44 H -0.32 -3.36 4.18  0.101
45 H -0.85 -3.40 6.60  0.108
46 H -0.51 -1.43 7.99  0.103
47 H 0.40 0.63 7.05  0.105
48 H 0.91 0.74 4.56  0.113
49 F 6.27 1.73 -0.11  0.054
50 C 5.12 1.40 0.52  -0.305
51 C 5.02 0.17 1.13  -0.018
52 C 3.83 -0.22 1.74  -0.072
53 C 2.77 0.67 1.77  -0.100
54 C 2.92 1.95 1.22  -0.077
55 C 4.08 2.30 0.55  -0.013
56 H 5.83 -0.55 1.12  0.121
57 H 3.79 -1.19 2.22  0.095
58 H 1.79 0.38 2.12  0.075
59 H 2.00 2.53 1.20  0.110
60 H 4.14 3.22 0.00  0.120
61 F 6.19 -3.08 -4.21  0.056
62 C 5.36 -2.25 -3.54  -0.285
63 C 4.10 -2.71 -3.17  -0.017
64 C 3.26 -1.86 -2.47  -0.078
65 C 3.66 -0.57 -2.16  -0.089
66 C 4.94 -0.15 -2.49  -0.084
67 C 5.81 -0.99 -3.18  -0.005
68 H 3.83 -3.71 -3.48  0.117
69 H 2.33 -2.27 -2.08  0.103
70 H 3.03 0.03 -1.52  0.074
71 H 5.30 0.83 -2.20  0.095
72 H 6.80 -0.67 -3.44  0.120
73 F 6.25 4.25 -7.52  0.058
74 C 5.48 3.75 -6.54  -0.292
75 C 4.86 2.53 -6.73  -0.017
76 C 4.03 2.03 -5.73  -0.078
77 C 3.90 2.70 -4.53  -0.100
78 C 4.56 3.91 -4.34  -0.082
79 C 5.34 4.46 -5.36  -0.020
80 H 5.07 1.98 -7.63  0.117
81 H 3.53 1.07 -5.86  0.108
82 H 3.27 2.36 -3.72  0.089
83 H 4.46 4.48 -3.43  0.102
84 H 5.89 5.38 -5.22  0.116
85 F 1.25 1.92 -1.77  0.045
86 C 0.12 1.38 -1.28  -0.276
87 C 0.20 0.22 -0.53  -0.021
88 C -0.95 -0.31 0.05  -0.059
89 C -2.17 0.30 -0.21  -0.082
90 C -2.20 1.51 -0.86  -0.100
91 C -1.08 2.05 -1.48  -0.009
92 H 1.19 -0.19 -0.39  0.090
93 H -0.86 -1.18 0.68  0.091
94 H -3.07 -0.13 0.22  0.084
95 H -3.15 2.04 -0.94  0.096
96 H -1.08 2.96 -2.06  0.117
97 F -4.39 -0.88 -4.37  0.065
98 C -4.57 0.36 -4.84  -0.285
99 C -3.92 1.42 -4.22  -0.013
100 C -4.00 2.69 -4.77  -0.082
101 C -4.76 2.90 -5.91  -0.098
102 C -5.42 1.85 -6.52  -0.085
103 C -5.31 0.57 -5.98  -0.023
104 H -3.36 1.19 -3.32  0.094
105 H -3.58 3.52 -4.22  0.102
106 H -4.79 3.90 -6.33  0.100
107 H -6.03 1.95 -7.41  0.104
108 H -5.82 -0.28 -6.42  0.117



Calculated values (eV) of gap between HOMO and LUMO for the records, taken in order: 8.22, 8.23, 9.78, 7.77, 10.05, 9.60.